[1]
Here is a single C9H10 molecule in a non-equilibrium geometry from the Open Molecules 2025 dataset. Energies are from ωB97M-V/def2-TZVPD.

```
! wB97M-V def2-TZVPD RIJCOSX def2/J DEFGRID3
* xyz 0 1
C -0.951 -1.688 0.005
C -1.574 -0.440 0.067
C -0.513 1.865 0.289
C 1.977 0.400 -0.040
C 0.762 -0.264 0.245
C -0.511 0.511 0.100
C 3.193 -0.403 -0.126
C 0.329 -1.658 0.440
C -2.946 -0.019 -0.111
H -1.599 -2.672 -0.164
H 3.524 -0.590 -1.166
H 0.376 2.377 0.123
H -2.995 0.529 -1.050
H 3.002 -1.458 0.299
H 2.035 1.458 -0.290
H -3.524 -0.959 -0.270
H 4.078 0.142 0.405
H -1.445 2.290 0.519
H -3.218 0.579 0.725
*
```

Summary:
- LUMO level (alpha / beta) (eV) = -0.8 / -0.8
- energy (Eh) = -348.7368
- HOMO-LUMO gap (alpha / beta) (eV) = 6.83 / 6.87
- energy relative to the best compared isomer or geometry (same formula, charge and spin) (eV) = 3.8109

***

[2]
Here is a 6-piece molecular cluster, C46H92N4O18PS overall in a non-equilibrium geometry from the Open Molecules 2025 dataset. Energies are from ωB97M-V/def2-TZVPD.

```
! wB97M-V def2-TZVPD RIJCOSX def2/J DEFGRID3
* xyz 1 1
S -0.269 5.404 -1.850
P -4.257 0.045 -2.756
O -5.586 3.795 4.197
O 10.786 2.692 -1.900
O 2.745 2.383 4.005
O -1.026 -5.242 2.669
O -4.485 7.643 3.475
O 9.268 3.220 -3.491
O 0.001 -6.643 3.951
O 1.006 -4.668 3.491
O -5.271 2.510 2.356
O 0.591 -0.067 -0.822
O 8.774 1.667 -2.071
O -3.488 -9.220 5.184
O -1.569 -10.148 4.426
O -4.645 9.560 2.488
O -6.373 8.854 3.772
O -2.123 -2.627 -2.743
O -3.949 4.272 2.850
O -2.705 -11.213 5.923
N -0.645 2.755 -1.344
N -1.888 -0.764 -4.108
N -1.625 0.056 -1.787
N 2.160 0.971 1.491
C 2.562 4.513 2.882
C -5.002 6.676 4.397
C -2.147 1.578 -3.585
C 2.816 3.014 2.731
C -2.669 -10.105 5.182
C -4.972 3.438 3.066
C 3.269 -0.709 -6.001
C 10.146 4.261 -3.930
C -6.697 2.960 4.574
C 1.173 -7.036 4.675
C 1.815 2.355 1.802
C -0.563 3.913 -1.553
C -1.533 -2.050 -3.596
C -5.280 8.702 3.291
C 0.087 -5.438 3.386
C -2.380 0.149 -3.076
C -6.242 1.622 5.118
C -5.347 10.781 2.206
C 3.586 -4.258 -4.361
C 9.081 0.861 -0.922
C 3.712 -2.707 -4.407
C 0.026 0.192 0.465
C 9.720 2.537 -2.434
C -5.096 -11.718 6.011
C -0.186 -3.992 0.748
C 0.020 1.819 -2.308
C -3.846 -11.352 6.783
C -0.330 -2.707 -4.247
C -2.799 -0.940 -5.262
C 3.382 -2.234 -5.827
C -5.333 11.729 3.386
C 2.452 1.086 -2.929
C -4.635 -1.354 -1.607
C -0.632 1.924 -3.725
C 4.589 0.438 -4.085
C 3.688 1.638 -3.679
C 1.510 2.196 -2.418
C 4.526 0.073 -5.570
C -4.772 1.552 -1.799
C 3.070 -4.762 -2.986
C -1.089 -4.000 1.965
C -0.169 0.354 -1.898
C 8.984 1.652 0.366
C -1.449 -9.056 3.506
C 1.051 0.045 1.591
C -3.161 3.933 1.715
H -3.388 -0.063 -5.490
H -0.741 -3.497 -4.883
H -5.018 7.093 5.404
H -1.775 -0.831 -1.289
H 2.397 -2.647 -6.072
H -7.226 3.507 5.353
H 4.412 -0.401 -3.415
H -6.363 10.562 1.875
H -0.777 -0.541 0.656
H 3.841 2.896 2.362
H 0.179 -2.030 -4.930
H 9.729 4.665 -4.849
H 11.142 3.874 -4.134
H -5.381 -10.926 5.320
H 3.907 -4.988 -2.325
H 0.333 -3.149 -3.512
H -4.928 -12.619 5.419
H -2.042 0.770 -1.173
H -4.595 -2.308 -2.121
H 4.061 -2.670 -6.561
H -0.415 -4.834 0.093
H -2.126 -3.889 1.649
H 2.421 -4.034 -2.493
H -4.823 11.237 1.367
H 0.199 -0.207 -2.754
H 2.805 3.056 4.694
H 8.340 0.063 -0.913
H -5.548 1.764 5.947
H -2.629 2.997 1.897
H 5.619 0.757 -3.898
H -0.419 1.186 0.587
H -3.778 3.852 0.821
H 2.503 -5.687 -3.094
H -0.865 -3.172 2.641
H -4.219 1.541 -0.849
H 2.574 0.891 0.570
H 5.380 -0.583 -5.770
H -7.382 2.845 3.734
H 4.748 -2.483 -4.160
H 10.060 0.397 -1.039
H 9.146 1.002 1.226
H -2.432 4.726 1.570
H 2.001 -7.197 3.987
H 4.557 -4.728 -4.500
H 3.146 -0.535 -7.075
H 2.340 -0.365 -5.533
H 2.439 5.034 1.931
H 4.629 0.942 -6.220
H 0.809 2.490 2.209
H -1.515 -8.109 4.016
H -5.928 -11.892 6.693
H -5.996 6.348 4.106
H 1.989 0.356 -3.597
H -5.808 1.372 -1.517
H -4.308 11.921 3.708
H -4.335 5.830 4.382
H -3.598 -12.155 7.476
H 2.829 0.516 -2.077
H -5.649 -1.256 -1.221
H -2.569 2.324 -2.909
H -3.946 -1.335 -0.756
H 10.193 5.052 -3.183
H 3.432 4.956 3.372
H -2.628 1.736 -4.546
H 1.438 -6.293 5.424
H 1.663 3.068 -3.049
H 8.002 2.120 0.454
H -0.526 2.921 -4.143
H 3.012 -2.330 -3.658
H 0.863 -4.082 1.030
H 0.940 -7.974 5.174
H 4.222 2.371 -3.080
H -4.629 2.480 -2.338
H -0.476 -9.136 3.029
H -2.223 -9.130 2.740
H 1.354 -0.996 1.720
H -3.445 -1.815 -5.175
H -5.866 11.309 4.238
H -2.168 -1.126 -6.137
H -5.723 1.040 4.357
H 0.499 0.304 2.498
H 2.877 -4.613 -5.110
H 3.286 2.066 -4.603
H -3.985 -10.445 7.372
H 1.842 2.433 -1.404
H -5.805 12.675 3.121
H -0.184 1.133 -4.327
H 1.696 4.724 3.515
H 9.725 2.450 0.398
H -0.307 -3.062 0.185
H -7.097 1.043 5.466
H 1.851 2.948 0.874
*
```

Summary:
- LUMO level (eV) = -2.4
- energy (Eh) = -4120.5983
- HOMO-LUMO gap (eV) = 8.74

***

[3]
Here is a single C6H12N2 molecule in a non-equilibrium geometry from the Open Molecules 2025 dataset. Energies are from ωB97M-V/def2-TZVPD.

```
! wB97M-V def2-TZVPD RIJCOSX def2/J DEFGRID3
* xyz 0 1
N 0.394 0.783 -0.864
N 2.536 0.848 0.178
C -1.954 0.597 -1.638
C -0.162 -0.195 1.973
C -0.523 -1.227 -0.356
C -0.812 0.192 -0.777
C 0.708 -0.959 0.503
C 1.373 0.130 -0.180
H -0.287 -1.860 -1.235
H 0.548 1.707 -1.243
H 0.566 -0.438 2.744
H -2.003 1.684 -1.742
H 3.352 0.250 0.201
H -1.115 -0.633 2.261
H -1.895 0.169 -2.647
H -2.890 0.253 -1.192
H 2.460 1.319 1.077
H 1.301 -1.811 0.838
H -0.256 0.888 1.918
H -1.343 -1.698 0.181
*
```

Summary:
- LUMO level (alpha / beta) (eV) = 1.0 / 1.0
- energy (Eh) = -345.2222
- HOMO-LUMO gap (alpha / beta) (eV) = 7.02 / 7.02
- energy relative to the best compared isomer or geometry (same formula, charge and spin) (eV) = 2.8748

***

[4]
Here is C36H86Br4CuN8O8 as an isolated structure in a non-equilibrium geometry from the Open Molecules 2025 dataset. Energies are from ωB97M-V/def2-TZVPD.

```
! wB97M-V def2-TZVPD RIJCOSX def2/J DEFGRID3
* xyz 4 2
Br -25.464 -8.408 2.230
Br -27.283 -11.388 4.908
Br -23.207 -9.950 5.443
Br -26.518 -7.320 6.161
Cu -25.603 -9.350 4.746
O -24.357 -15.400 8.303
O -29.676 -5.243 6.639
O -29.522 -13.648 8.109
O -26.790 -3.457 4.700
O -27.836 -8.909 9.503
O -29.725 -7.745 3.615
O -19.045 -7.437 12.286
O -23.762 -8.671 10.336
N -24.732 -11.768 0.278
N -22.270 -5.545 2.976
N -21.824 -5.596 5.210
N -21.802 -8.442 12.592
N -28.075 -5.186 2.969
N -27.149 -14.980 8.375
N -23.041 -11.775 1.689
N -29.927 -7.755 7.661
C -29.546 -3.858 6.260
C -21.382 -6.148 6.452
C -25.440 -11.598 -0.995
C -21.526 -7.901 11.181
C -24.742 -14.083 7.935
C -18.492 -6.116 12.259
C -29.910 -9.223 7.966
C -31.130 -7.256 6.779
C -29.252 -14.552 7.059
C -27.113 -2.009 4.405
C -31.062 -5.718 6.659
C -21.212 -6.035 0.860
C -23.083 -15.559 8.889
C -24.101 -12.401 2.301
C -29.971 -8.941 2.856
C -23.331 -9.744 9.506
C -21.258 -10.068 1.968
C -22.084 -4.271 4.832
C -19.564 -7.647 13.590
C -20.521 -8.899 13.387
C -30.422 -12.642 7.584
C -30.195 -6.582 2.882
C -29.010 -5.912 2.001
C -26.863 -4.492 2.391
C -25.207 -12.279 1.490
C -26.159 -14.300 7.380
C -26.927 -9.810 9.023
C -21.747 -11.488 2.260
C -29.169 -9.332 9.320
C -23.393 -11.488 0.399
C -21.959 -6.375 4.080
C -22.912 -7.575 10.494
C -22.555 -6.018 1.634
C -25.958 -4.038 3.659
C -28.282 -15.588 7.614
C -22.449 -4.245 3.474
H -23.828 -10.600 9.962
H -23.518 -9.563 8.448
H -21.463 -5.303 7.135
H -26.433 -12.048 -1.003
H -28.649 -3.475 6.746
H -25.302 -4.828 4.026
H -21.107 -12.240 1.798
H -28.565 -6.797 1.546
H -31.142 -6.667 2.349
H -29.472 -3.792 5.174
H -29.741 -8.814 10.089
H -31.573 -5.525 5.716
H -30.435 -5.906 3.703
H -27.103 -10.771 9.505
H -26.137 -14.944 6.501
H -23.261 -5.401 1.078
H -19.145 -5.303 12.575
H -27.303 -3.676 1.817
H -29.781 -9.842 3.439
H -20.861 -9.313 14.337
H -20.879 -8.600 10.651
H -26.377 -5.109 1.635
H -29.922 -12.111 6.775
H -21.893 -11.791 3.296
H -22.784 -7.094 9.524
H -30.340 -3.171 6.550
H -20.958 -4.979 0.770
H -20.163 -6.787 13.889
H -29.310 -10.372 9.615
H -28.856 -14.003 6.206
H -32.016 -7.511 7.362
H -20.975 -10.075 0.915
H -29.253 -8.983 2.037
H -22.996 -7.014 1.666
H -25.052 -12.290 -1.743
H -31.231 -7.824 5.855
H -22.187 -3.520 5.601
H -20.438 -6.733 1.179
H -20.319 -6.387 6.442
H -24.021 -13.605 7.271
H -25.945 -9.476 9.359
H -30.177 -15.046 6.759
H -21.404 -6.371 -0.159
H -27.266 -1.842 3.338
H -30.679 -11.973 8.405
H -20.914 -7.006 11.297
H -26.894 -9.968 7.945
H -29.318 -9.741 7.212
H -22.166 -9.476 2.086
H -22.312 -9.988 9.807
H -25.439 -10.569 -1.354
H -22.039 -6.971 6.736
H -24.703 -13.528 8.873
H -29.039 -7.451 7.288
H -22.990 -14.740 9.602
H -23.097 -16.495 9.446
H -27.906 -16.191 6.788
H -25.363 -3.214 3.265
H -31.326 -13.121 7.209
H -26.281 -1.344 4.639
H -23.998 -12.766 3.313
H -27.944 -1.618 4.991
H -29.436 -5.254 1.244
H -20.024 -9.725 12.877
H -22.469 -9.186 12.447
H -27.726 -5.795 3.695
H -28.665 -16.286 8.358
H -23.393 -6.779 11.063
H -18.761 -7.781 14.315
H -28.675 -4.493 3.393
H -22.208 -15.473 8.245
H -26.557 -13.292 7.265
H -22.026 -7.453 4.086
H -22.758 -11.110 -0.388
H -27.406 -14.270 9.046
H -26.223 -12.583 1.693
H -30.976 -9.000 2.439
H -17.614 -5.949 12.883
H -26.636 -15.712 8.846
H -31.522 -5.240 7.524
H -17.997 -5.886 11.315
H -20.454 -9.681 2.594
H -30.101 -7.215 8.497
H -22.242 -7.738 13.167
H -30.953 -9.540 7.969
H -22.806 -3.454 2.831
*
```

Summary:
- LUMO level (alpha / beta) (eV) = -7.1 / -9.8
- energy (Eh) = -14398.4299
- HOMO-LUMO gap (alpha / beta) (eV) = 9.09 / 6.28
- expectation value of S² = 0.75

***

[5]
Here is a 2-piece molecular cluster, C2H2Cl6 overall from the Open Molecules 2025 dataset. Energies are from ωB97M-V/def2-TZVPD.

```
! wB97M-V def2-TZVPD RIJCOSX def2/J DEFGRID3
* xyz 0 1
Cl 15.394 -0.079 -0.430
Cl 18.265 0.627 2.495
Cl 13.831 -2.131 -1.756
Cl 16.503 -1.514 -2.696
Cl 18.602 -1.458 0.501
Cl 20.898 -0.452 1.946
C 19.181 -0.810 2.033
C 15.434 -1.605 -1.282
H 15.856 -2.353 -0.624
H 19.008 -1.557 2.795
*
```

Summary:
- LUMO level (eV) = 0.6
- energy (Eh) = -2838.5460
- HOMO-LUMO gap (eV) = 11.75
- SMILES = ClC(Cl)Cl.ClC(Cl)Cl
- energy relative to the best compared isomer or geometry (same formula, charge and spin) (eV) = 0.0630

***

[6]
Here is C27H22BrCl56INbO as an isolated structure in a non-equilibrium geometry from the Open Molecules 2025 dataset. Energies are from ωB97M-V/def2-TZVPD.

```
! wB97M-V def2-TZVPD RIJCOSX def2/J DEFGRID3
* xyz -1 1
I 5.842 0.280 0.310
Nb 3.718 -0.848 1.903
Br 4.467 -4.614 2.842
Cl -3.225 8.543 -2.836
Cl -6.640 0.101 -9.562
Cl -5.483 6.711 1.046
Cl 5.428 7.345 8.381
Cl -9.404 -1.407 -1.035
Cl 7.071 -6.065 5.432
Cl 6.631 5.108 -0.668
Cl 1.866 -3.502 -2.444
Cl -4.068 1.109 -10.450
Cl -2.340 0.141 2.699
Cl -3.880 2.554 3.255
Cl -5.293 -2.401 -5.253
Cl -1.033 8.075 -4.680
Cl -2.467 -3.093 -5.315
Cl 3.952 5.837 0.183
Cl -7.158 -0.969 -2.819
Cl -5.852 3.843 1.190
Cl -2.740 1.022 5.440
Cl -7.878 5.621 2.270
Cl 4.434 3.250 -1.044
Cl 3.236 -2.478 -4.789
Cl -2.748 -7.008 -6.470
Cl -3.664 -2.090 -2.872
Cl -3.382 6.374 -4.756
Cl -7.779 0.982 -0.762
Cl -5.711 -4.225 6.307
Cl 6.343 5.571 6.272
Cl -4.834 1.344 -7.662
Cl 9.066 4.202 2.066
Cl 10.315 6.620 3.074
Cl -3.619 3.460 -4.826
Cl 8.543 5.080 4.782
Cl -4.490 -6.429 -8.718
Cl -3.553 9.127 -5.661
Cl -7.503 5.436 -0.600
Cl -6.491 -1.462 5.872
Cl 5.427 3.796 1.625
Cl -9.537 0.676 -3.051
Cl 3.507 6.096 6.599
Cl -4.092 -2.511 4.607
Cl 7.462 6.573 2.542
Cl -6.191 2.768 -3.655
Cl -1.006 2.530 3.666
Cl 8.697 -4.398 7.165
Cl 4.762 -3.668 -2.628
Cl -4.904 -5.089 -6.177
Cl 7.208 -3.203 4.980
Cl -3.283 -0.317 -5.137
Cl -5.504 -7.918 -6.441
Cl -3.738 1.963 -2.333
Cl -4.153 -2.074 7.482
Cl 3.103 -5.340 -4.323
Cl 4.920 4.492 8.561
Cl 5.801 -4.239 7.295
Cl -4.517 4.753 -2.371
Cl -4.200 -1.258 -8.777
O 0.963 -1.481 -0.699
C -2.493 1.561 3.763
C 5.049 5.876 7.453
C 5.112 4.497 0.025
C -5.111 -2.568 6.067
C 4.710 -3.863 1.003
C -0.476 -3.427 1.328
C -0.452 -1.451 -0.668
C -6.680 5.400 0.975
C -1.081 -4.161 2.564
C -1.121 -2.226 0.597
C -2.532 -1.758 1.146
C 3.594 -2.727 0.629
C 2.757 -0.045 -1.811
C -3.205 -2.455 2.400
C -2.448 -3.661 3.121
C 1.629 -0.204 -0.638
C 2.110 0.286 0.811
C 7.194 -4.475 6.217
C -4.515 3.238 -3.296
C 3.241 -3.746 -3.543
C -2.798 8.030 -4.484
C -3.674 -1.977 -4.644
C 8.846 5.618 3.115
C -4.412 -6.611 -6.951
C 6.223 -3.365 0.828
C -8.469 -0.180 -1.917
C -4.935 0.324 -9.113
H -4.205 -2.111 2.801
H -2.860 -4.221 4.023
H 3.025 1.065 -1.833
H -3.133 -0.904 0.671
H 2.483 -1.625 3.021
H -0.975 -0.440 -0.714
H 3.679 -2.582 -0.498
H 3.669 -0.705 -1.656
H 2.438 1.391 0.720
H 6.951 -4.268 0.835
H 0.850 0.601 -0.969
H -0.480 -5.019 3.024
H 6.556 -2.639 1.662
H 2.247 -0.394 -2.793
H 5.023 -1.654 2.864
H 2.582 -3.219 0.840
H 1.164 0.307 1.489
H 3.896 0.586 3.033
H 6.366 -2.773 -0.157
H -0.830 -2.046 -1.591
H 4.570 -4.761 0.282
H 0.520 -3.815 0.936
*
```

Summary:
- LUMO level (eV) = 1.1
- energy (Eh) = -29816.1024
- HOMO-LUMO gap (eV) = 6.30

***

[7]
Here is C7H14O4Sm as an isolated structure in a non-equilibrium geometry from the Open Molecules 2025 dataset. Energies are from ωB97M-V/def2-TZVPD.

```
! wB97M-V def2-TZVPD RIJCOSX def2/J DEFGRID3
* xyz 2 7
Sm -2.922 2.378 -3.283
O -2.513 0.539 -3.888
O -2.260 1.189 -1.297
O 1.145 0.044 3.489
O 3.110 -1.526 2.022
C -2.185 2.746 0.488
C -1.821 -0.356 -3.076
C 0.980 -0.497 2.263
C 4.263 -1.786 1.263
C -2.374 1.507 0.041
C -2.244 -0.234 -1.618
C 2.232 -0.616 1.417
H -2.779 0.698 0.651
H -2.354 2.958 1.543
H 4.002 -2.220 0.282
H 0.534 -1.506 2.430
H 4.849 -0.866 1.098
H -3.262 -0.617 -1.454
H -1.997 -1.407 -3.370
H -1.824 3.544 -0.161
H 1.946 -0.959 0.405
H 4.873 -2.507 1.821
H -1.530 -0.733 -0.953
H -0.728 -0.191 -3.133
H 2.707 0.377 1.310
H 0.152 0.039 1.711
*
```

Summary:
- LUMO level (alpha / beta) (eV) = -11.8 / -10.0
- energy (Eh) = -1233.2277
- HOMO-LUMO gap (alpha / beta) (eV) = 2.03 / 3.81
- expectation value of S² = 12.04